Entry 1:
Here is a cluster of 2 separate species, C3H9O2 in total from OMol25. Energies are from ωB97M-V with the def2-TZVPD basis set.

Last column: Löwdin charge in e.
Element x y z (Å)
C 1.760545 -0.726533 0.514947  -0.611
O 2.978546 -1.114746 0.171216  -0.363
C 1.211904 0.517586 -0.297026  -0.277
C -0.085342 1.080345 0.281113  -0.161
H 0.936299 -1.485081 0.321998  0.076
H 1.648949 -0.493227 1.584473  0.060
H 1.958938 1.298175 -0.391462  0.080
H 1.050530 0.005892 -1.235548  0.075
H 0.102863 2.110990 0.612265  0.053
H -0.938344 1.029731 -0.386810  0.032
H -0.354741 0.575353 1.216929  0.051
H -3.080242 -0.482805 -0.260020  0.025
H -3.467270 -1.193741 -1.531263  0.035
O -3.722640 -1.121934 -0.600810  -0.072

Atoms 1-6, force components in eV/Å:
C 0.09 0.31 -0.49
O 0.20 -0.16 -0.19
C -0.28 -1.10 0.46
C 0.48 0.32 0.70
H -0.02 -0.07 0.13
H -0.14 0.32 0.78

Properties
E_HOMO, eV: -2.1
Net charge: -1

Entry 2:
Here is a cluster of 2 separate species, C3H9O2 in total from OMol25. Energies are from ωB97M-V with the def2-TZVPD basis set.

Last column: Löwdin charge in e.
Element x y z (Å)
C 1.662655 -0.451378 -2.520158  -0.519
O 0.927592 -0.488922 -1.392552  -0.423
H 1.222224 -1.020775 -3.383620  0.021
H 1.829027 0.571293 -2.938276  0.019
H 2.701566 -0.853568 -2.411820  0.020
C -0.375966 0.478006 1.169868  -0.317
O -0.545446 1.725463 1.893689  -0.121
C -1.434691 -0.530275 1.579164  -0.104
H -0.348606 0.649909 0.097911  0.073
H 0.611660 0.106316 1.432855  0.103
H -1.222346 2.211332 1.415134  0.059
H -2.445947 -0.157810 1.437216  0.057
H -1.291311 -1.436912 0.988309  0.070
H -1.290414 -0.802681 2.632281  0.062

Atoms 1-6, force components in eV/Å:
C -0.16 -0.07 0.10
O -0.14 0.07 0.15
H 0.08 -0.06 -0.06
H 0.01 0.23 -0.10
H 0.12 -0.13 -0.05
C -0.06 0.22 0.31

Properties
E_HOMO, eV: -2.1
Net charge: -1

The evaluated HOMO-LUMO gap for the records listed, in turn: 5.58 5.97 eV.
The evaluated ΔE to the lowest compared entry with this formula, charge and spin for the records listed, in turn: 23.9 29.3 kcal/mol.